Entry P
The following is a DFT calculation (ωB97M-V/def2-TZVPD) of a 2-piece molecular cluster, C2H6N2O2 overall.

Atoms and positions in Å:
H  0.8271  1.9584  0.0301
N  -0.0984  1.6425  0.1500
N  -0.4045  0.4419  0.1251
C  -1.7943  0.0294  0.1007
O  0.3667  -0.4913  0.0226
H  -2.0694  -0.5637  -0.6836
H  -2.1465  -0.3947  1.0631
H  -2.3799  0.8564  0.1452
C  2.7082  -0.5050  -0.0943
O  2.9712  0.6778  -0.0808
H  2.2174  -0.9093  -0.9045
H  2.9793  -1.1807  0.6550

Summary:
orbital gap	10.3	eV
HOMO	-9.61	eV

Results of the Löwdin charge analysis, in e, for atoms 1 through 2:
1 H 0.0598
2 N 0.1919

=====

Entry Q
The following is a DFT calculation (ωB97M-V/def2-TZVPD) of C2H6N2O2 as an isolated structure.

Atoms and positions in Å:
C  1.2991  -0.8999  0.0861
N  0.4036  0.2189  -0.1599
C  -1.4749  -0.0618  0.1136
N  -1.7734  0.5520  -0.9400
O  0.8082  1.3847  0.5497
O  -1.7838  -0.6935  1.0665
H  0.3281  1.3219  1.3928
H  -2.2963  1.2881  -1.3734
H  -0.0254  0.4498  -1.2045
H  1.2250  -1.1763  1.1400
H  0.9595  -1.7441  -0.5120
H  2.3301  -0.6398  -0.1589

Summary:
orbital gap	10.1	eV
HOMO	-9.35	eV

Results of the Löwdin charge analysis, in e, for atoms 1 through 2:
1 C -0.0611
2 N -0.2216

=====

Name the least stable of them. entry P.

=====

Entry P
The following is a DFT calculation (ωB97M-V/def2-TZVPD) of an isolated molecule of C2H6N2O2.

Atoms and positions in Å:
C  1.0940  -0.1389  0.9742
C  0.0500  -0.2307  -0.0829
N  -0.2523  -1.4178  -0.4034
O  -1.4551  -1.5039  -1.1581
N  -0.6423  0.8645  -0.4759
O  0.2524  1.9723  -0.2563
H  0.5900  0.2855  1.8832
H  2.0145  0.6039  0.8178
H  1.3086  -1.1780  1.3284
H  -1.5522  -2.4461  -1.2795
H  -0.8699  0.7582  -1.5247
H  -0.5376  2.4311  0.1772

Summary:
orbital gap	9.8	eV
HOMO	-8.93	eV

Results of the Löwdin charge analysis, in e, for atoms 1 through 2:
1 C -0.0491
2 C -0.4890

=====

Entry Q
The following is a DFT calculation (ωB97M-V/def2-TZVPD) of a 2-piece molecular cluster, C2H6N2O2 overall.

Atoms and positions in Å:
C  -0.3274  1.5505  -0.8989
C  0.4167  -1.4999  0.8812
N  -0.2922  0.4352  -0.0098
N  0.6848  -0.3915  0.0952
O  -1.9847  -0.2761  0.3685
O  1.7063  -0.1269  -0.4585
H  -0.7712  1.1533  -1.8464
H  -1.0134  2.3908  -0.6609
H  0.7746  1.8695  -0.8662
H  1.1418  -2.2402  1.0616
H  0.1364  -0.9492  1.8023
H  -0.4718  -1.9155  0.5319

Summary:
orbital gap (spin up / spin down)	8.9 / 8.9	eV
HOMO (spin up / spin down)	-9.37 / -9.38	eV

Results of the Löwdin charge analysis, in e, for atoms 1 through 2:
1 C -0.0505
2 C 0.0188

=====

Entry R
The following is a DFT calculation (ωB97M-V/def2-TZVPD) of a 2-piece molecular cluster, C2H6N2O2 overall.

Atoms and positions in Å:
N  0.3716  -2.4200  -1.8553
C  0.3774  -1.3979  -0.9593
O  0.6799  -1.5546  0.2036
H  -0.1086  -2.8262  -2.6411
H  0.9847  -3.1499  -1.5026
H  -0.0956  -0.5142  -1.4373
N  -0.2036  1.0770  1.6892
C  -0.7870  2.0504  0.9564
O  -0.3328  2.5655  -0.0431
H  -0.7563  0.7589  2.4783
H  0.3025  0.2751  1.3319
H  -1.7879  2.3585  1.3126

Summary:
orbital gap	10.6	eV
HOMO	-9.75	eV

Results of the Löwdin charge analysis, in e, for atoms 1 through 2:
1 N 0.1053
2 C -0.4057

=====

Name the least stable of them. entry Q.

=====

Entry P
The following is a DFT calculation (ωB97M-V/def2-TZVPD) of an isolated molecule of C2H6N2O2.

Atoms and positions in Å:
C  -0.7028  -1.9970  0.3891
N  -0.7561  -0.8798  1.0302
N  0.3083  0.0273  0.7747
C  -0.0291  0.9976  -0.2227
O  0.7953  2.1514  0.0989
O  0.3734  0.5375  -1.4757
H  -1.4727  -2.7629  0.5713
H  0.1266  -2.2123  -0.3103
H  1.1526  -0.4250  0.4183
H  -1.0799  1.3004  -0.2204
H  1.0891  1.9712  1.0070
H  0.1954  1.2916  -2.0605

Summary:
orbital gap	10.6	eV
HOMO	-9.70	eV

Results of the Löwdin charge analysis, in e, for atoms 1 through 2:
1 C -0.0269
2 N -0.0315

=====

Entry Q
The following is a DFT calculation (ωB97M-V/def2-TZVPD) of an isolated molecule of C2H6N2O2.

Atoms and positions in Å:
C  -0.2832  0.7784  1.2363
C  -0.6579  0.3723  -0.1904
N  1.6648  -2.0528  -1.1055
O  0.9461  -1.2423  -0.3941
O  -1.1212  1.4871  -0.8872
N  0.3927  -0.2249  -0.9731
H  -0.9043  1.3678  -1.8195
H  2.0334  -2.7457  -0.4512
H  -1.4720  -0.3809  -0.1342
H  0.4510  1.5768  1.2026
H  -1.1711  1.1379  1.7398
H  0.1217  -0.0737  1.7766

Summary:
orbital gap (spin up / spin down)	9.5 / 9.4	eV
HOMO (spin up / spin down)	-9.70 / -9.49	eV

Results of the Löwdin charge analysis, in e, for atoms 1 through 2:
1 C -0.0237
2 C -0.4909

=====

Entry R
The following is a DFT calculation (ωB97M-V/def2-TZVPD) of a 2-piece molecular cluster, C2H6N2O2 overall.

Atoms and positions in Å:
N  0.5870  0.2509  1.7837
C  0.7219  -1.1229  1.6233
N  0.9954  -1.6926  0.4231
H  0.2379  0.7246  2.5785
H  0.1267  0.6962  0.9122
H  0.9236  -1.8621  2.4645
H  1.9839  -1.8364  0.1889
H  0.5182  -1.4014  -0.3414
O  0.2842  0.7974  -1.4002
C  -0.9531  0.8423  -1.6946
O  -1.8324  1.0669  -0.8634
H  -1.0937  0.5401  -2.7133

Summary:
orbital gap	6.0	eV
HOMO	-7.91	eV

Results of the Löwdin charge analysis, in e, for atoms 1 through 2:
1 N 0.2129
2 C -0.0865

=====

Name the least stable of them. entry Q.

=====

Entry P
The following is a DFT calculation (ωB97M-V/def2-TZVPD) of an isolated molecule of C3H2N2O3.

Atoms and positions in Å:
O  0.0324  -1.8093  -1.7502
C  0.0071  -0.8653  -0.9162
N  1.1052  -0.3604  -0.1211
C  0.8329  0.6517  0.7203
O  1.5560  1.2072  1.5210
C  -0.7800  0.9123  0.4858
O  -1.5469  1.3372  1.4104
N  -1.0950  0.1044  -0.6553
H  1.9420  -1.0916  0.0842
H  -2.0537  -0.0862  -0.7789

Summary:
orbital gap	9.8	eV
HOMO	-10.66	eV

Results of the Löwdin charge analysis, in e, for atoms 1 through 2:
1 O 0.0720
2 C -0.3466

=====

Entry Q
The following is a DFT calculation (ωB97M-V/def2-TZVPD) of an isolated molecule of C3H2N2O3.

Atoms and positions in Å:
C  1.2884  -0.8998  -1.3095
N  0.4796  -0.5097  -0.4599
O  0.9801  0.4442  0.6443
C  0.0099  1.2462  1.2261
O  0.1455  2.2617  1.8216
N  -1.2878  0.8143  0.9257
C  -1.9563  -0.0587  0.4712
O  -2.6370  -0.8702  0.0044
H  2.3291  -0.9069  -1.4501
H  0.6486  -1.5212  -1.8737

Summary:
orbital gap	11.7	eV
HOMO	-11.25	eV

Results of the Löwdin charge analysis, in e, for atoms 1 through 2:
1 C 0.0300
2 N 0.0730

=====

Name the least stable of them. entry Q.